# 1
C35H51BiGe2N10O2 | the ωB97M-V functional and the def2-TZVPD basis

Geometry (Å):
Bi -0.51 0.26 0.36
C -0.36 4.04 -2.27
C -0.51 2.59 -1.93
O -0.55 2.31 -0.68
C -0.61 1.65 -2.95
C -0.99 0.30 -2.83
C -1.31 -0.43 -4.11
N -1.13 -0.35 -1.69
N -1.72 -1.61 -1.78
C -1.95 -2.15 -0.63
O -1.67 -1.61 0.53
C -2.59 -3.49 -0.60
C -3.34 -3.86 0.51
C -3.99 -5.09 0.54
C -3.86 -5.96 -0.53
C -3.09 -5.61 -1.62
C -2.45 -4.37 -1.66
H -1.31 4.44 -2.63
H 0.37 4.18 -3.06
H -0.05 4.60 -1.39
H -0.52 2.03 -3.96
H -1.02 0.17 -4.97
H -2.37 -0.66 -4.15
H -0.80 -1.40 -4.13
H -3.42 -3.17 1.35
H -4.58 -5.37 1.40
H -4.37 -6.92 -0.51
H -2.98 -6.29 -2.45
H -1.85 -4.08 -2.51
C -5.40 1.52 -0.20
N -5.04 1.00 1.10
C -5.99 1.29 2.17
C -3.74 0.68 1.34
N -2.76 1.01 0.57
N -3.55 -0.12 2.45
C -2.40 -0.30 3.21
N -2.54 -1.27 4.16
N -1.35 0.40 3.00
H -6.46 1.32 -0.37
H -4.84 1.01 -0.98
H -5.24 2.60 -0.28
H -6.91 0.73 2.00
H -6.23 2.35 2.18
H -5.58 1.03 3.14
H -3.01 1.69 -0.14
H -4.35 -0.69 2.69
H -3.44 -1.64 4.40
H -1.83 -1.35 4.87
H -0.61 0.19 3.66
N -1.23 3.70 2.24
H -0.76 3.62 1.34
H -1.41 2.76 2.57
H -2.12 4.15 2.07
C 3.23 0.51 -3.82
Ge 4.01 0.17 -2.05
C 5.70 1.14 -1.83
C 4.42 -1.75 -1.99
Ge 2.51 0.97 -0.30
C 2.59 2.93 -0.29
C 2.23 3.71 0.81
C 2.27 5.09 0.75
C 2.69 5.73 -0.41
C 3.05 4.97 -1.51
C 2.98 3.59 -1.45
C 3.01 0.35 1.49
C 2.31 0.75 2.63
C 2.68 0.31 3.90
C 3.74 -0.57 4.05
C 4.44 -0.99 2.92
C 4.08 -0.54 1.66
H 3.88 0.08 -4.58
H 3.11 1.57 -4.04
H 2.25 0.03 -3.90
H 6.31 0.97 -2.72
H 6.24 0.77 -0.96
H 5.55 2.21 -1.71
H 5.45 -1.88 -2.29
H 3.78 -2.30 -2.68
H 4.29 -2.20 -1.00
H 1.91 3.25 1.74
H 1.97 5.67 1.62
H 2.73 6.81 -0.45
H 3.38 5.46 -2.42
H 3.24 3.02 -2.34
H 1.48 1.44 2.56
H 2.14 0.66 4.77
H 4.04 -0.91 5.03
H 5.27 -1.68 3.03
H 4.65 -0.88 0.81
C 0.86 -2.81 2.35
C 1.05 -2.96 0.89
N 1.11 -1.97 0.02
C 1.23 -2.55 -1.22
C 1.25 -3.90 -1.10
N 1.13 -4.14 0.25
H -0.18 -2.54 2.56
H 1.51 -2.03 2.74
H 1.08 -3.73 2.88
H 1.30 -1.96 -2.12
H 1.32 -4.69 -1.83
H 1.09 -5.05 0.69

Output
charge	+1
multiplicity	2
ΔE to the lowest compared entry with this formula, charge and spin	9.1	kcal per mole
frontier orbital gap (spin up / spin down)	7.1 / 6.4	eV
largest force on an atom	0.63	eV/A

---

# 2
CH2N3O3 | the ωB97M-V functional and the def2-TZVPD basis

Geometry (Å):
C 0.57 0.19 0.36
N -0.47 -0.38 -0.18
N 1.72 -0.47 -0.26
N -1.89 0.18 0.00
O -2.13 1.39 0.06
O 0.84 1.06 1.15
O -2.85 -0.58 -0.21
H 1.59 -1.18 -0.98
H 2.63 -0.20 0.07

Output
structure (SMILES)	N/C([O-])=N/[N+](=O)[O-]
charge	-1
ΔE to the lowest compared entry with this formula, charge and spin	56.3	kcal per mole
frontier orbital gap	9.1	eV
largest force on an atom	5.61	eV/A

---

# 3
C15H33BeFO14PS4 | the ωB97M-V functional and the def2-TZVPD basis

Geometry (Å):
Be -13.37 -15.82 26.18
S -12.65 -17.37 23.69
O -13.39 -17.88 24.79
O -13.49 -17.15 22.54
O -12.04 -16.08 24.11
O -11.66 -18.28 23.17
F -15.07 -16.43 28.10
C -7.93 -14.44 27.68
C -8.10 -13.00 27.89
C -9.52 -12.66 27.84
S -10.48 -14.28 28.37
O -11.36 -14.81 27.26
O -11.04 -14.12 29.69
C -8.88 -15.17 28.61
H -6.91 -14.81 27.79
H -8.23 -14.71 26.67
H -7.58 -12.50 27.08
H -7.58 -12.53 28.73
H -9.89 -12.34 26.86
H -9.93 -11.86 28.44
H -8.99 -16.25 28.52
H -8.60 -14.90 29.63
C -14.28 -21.01 27.91
C -12.91 -21.53 27.34
C -12.07 -20.38 26.74
S -12.25 -19.11 28.06
O -12.35 -17.78 27.41
O -11.15 -19.34 28.99
C -13.89 -19.78 28.70
H -14.81 -21.76 28.52
H -14.88 -20.88 27.02
H -13.05 -22.38 26.67
H -12.31 -22.00 28.12
H -12.66 -19.90 25.96
H -11.11 -20.63 26.29
H -14.60 -18.95 28.74
H -13.73 -19.92 29.76
C -17.06 -14.54 21.89
C -16.01 -14.12 20.83
C -14.63 -14.16 21.64
S -14.85 -13.42 23.26
O -14.73 -11.96 23.32
O -14.28 -14.24 24.38
C -16.75 -13.72 23.19
H -16.94 -15.61 22.05
H -18.08 -14.49 21.51
H -16.22 -13.09 20.54
H -15.90 -14.87 20.05
H -13.77 -13.76 21.10
H -14.20 -15.11 21.95
H -17.11 -12.69 23.21
H -17.03 -14.01 24.20
C -15.34 -10.53 26.38
O -14.92 -11.19 27.52
P -15.28 -12.74 27.74
O -14.47 -13.71 26.97
O -15.23 -12.88 29.36
C -14.07 -13.16 30.07
O -16.92 -12.71 27.35
C -17.68 -13.76 27.76
H -15.71 -11.16 25.57
H -14.62 -10.02 25.73
H -15.92 -9.61 26.48
H -13.10 -13.00 29.61
H -14.14 -14.22 30.31
H -14.22 -12.72 31.05
H -17.14 -14.59 28.21
H -18.13 -14.12 26.84
H -18.41 -13.45 28.51

Output
charge	-2
multiplicity	2
frontier orbital gap (spin up / spin down)	2.3 / 4.8	eV
largest force on an atom	4.85	eV/A

---

# 4
C24H29N2O3S3V | the ωB97M-V functional and the def2-TZVPD basis

Geometry (Å):
V -0.35 -0.19 0.52
S -1.76 -1.79 -0.35
C -3.19 -0.80 -0.49
N -4.39 -1.39 -0.58
C -5.56 -0.57 -0.85
C -5.45 0.71 -0.06
N -4.20 1.38 -0.39
C -4.14 2.83 -0.18
C -3.89 3.20 1.26
C -4.89 3.06 2.22
C -4.65 3.36 3.55
C -3.40 3.81 3.94
C -2.40 3.98 2.99
C -2.64 3.67 1.66
C -3.08 0.63 -0.53
S -1.55 1.39 -0.77
C -4.64 -2.80 -0.26
C -5.24 -2.93 1.12
C -4.45 -2.70 2.24
C -5.01 -2.76 3.51
C -6.36 -3.05 3.66
C -7.15 -3.28 2.55
C -6.59 -3.22 1.28
H -6.44 -1.11 -0.54
H -5.62 -0.37 -1.92
H -5.49 0.50 1.01
H -6.27 1.39 -0.31
H -5.10 3.23 -0.52
H -3.37 3.25 -0.83
H -5.89 2.74 1.91
H -5.45 3.25 4.28
H -3.22 4.06 4.98
H -1.43 4.35 3.29
H -1.86 3.79 0.93
H -3.70 -3.34 -0.34
H -5.32 -3.20 -1.02
H -3.40 -2.48 2.12
H -4.39 -2.59 4.38
H -6.79 -3.10 4.65
H -8.20 -3.52 2.67
H -7.21 -3.42 0.41
C -0.11 0.38 4.35
C -0.33 -0.04 2.94
O 0.55 -0.71 2.29
O -1.34 0.32 2.29
H -0.62 -0.32 5.02
H -0.57 1.36 4.50
H 0.95 0.39 4.59
O 1.35 -0.30 -0.57
S 2.58 -1.16 -0.87
C 1.92 -2.82 -1.08
C 1.74 -3.38 0.32
C 3.02 -3.02 1.06
C 3.31 -1.55 0.75
H 2.66 -3.39 -1.65
H 1.02 -2.73 -1.69
H 1.56 -4.46 0.29
H 0.87 -2.92 0.81
H 3.84 -3.64 0.71
H 2.93 -3.16 2.14
H 4.37 -1.29 0.72
H 2.80 -0.87 1.43

Output
charge	+1
multiplicity	4
ΔE to the lowest compared entry with this formula, charge and spin	0.0	kcal per mole
frontier orbital gap (spin up / spin down)	6.2 / 7.7	eV
largest force on an atom	0.46	eV/A

---

# 5
C18H15PS4SnTe4 | the ωB97M-V functional and the def2-TZVPD basis

Geometry (Å):
Sn -0.66 -2.34 0.76
Te -3.37 -2.72 -0.93
Te -4.59 -5.22 -0.43
Te -2.97 -6.72 1.34
Te -0.61 -5.07 2.08
S 1.67 -3.40 1.82
S 2.91 -0.37 2.27
S 1.57 -0.57 3.72
S 0.59 -2.70 3.39
C 2.05 4.63 -0.04
C 1.73 4.15 1.22
C 1.30 2.84 1.39
C 1.19 1.99 0.29
C 1.52 2.47 -0.97
C 1.95 3.78 -1.14
P 0.58 0.29 0.63
C 1.19 -0.66 -0.84
C 2.51 -1.09 -0.94
C 2.83 -2.20 -1.71
C 1.86 -2.90 -2.41
C 0.56 -2.41 -2.42
C 0.24 -1.29 -1.67
C -1.27 0.59 0.27
C -1.89 1.31 -0.76
C -3.24 1.63 -0.69
C -3.99 1.28 0.42
C -3.38 0.63 1.48
C -2.04 0.29 1.40
H 2.39 5.65 -0.17
H 1.83 4.80 2.08
H 1.08 2.46 2.37
H 1.45 1.81 -1.83
H 2.20 4.14 -2.13
H 3.28 -0.58 -0.39
H 3.86 -2.54 -1.73
H 2.10 -3.81 -2.94
H -0.22 -2.90 -3.00
H -0.73 -0.83 -1.76
H -1.31 1.62 -1.62
H -3.70 2.16 -1.51
H -5.04 1.52 0.46
H -3.94 0.38 2.37
H -1.50 -0.08 2.27

Output
charge	-2
ΔE to the lowest compared entry with this formula, charge and spin	56.3	kcal per mole
frontier orbital gap	5.1	eV
largest force on an atom	2.55	eV/A

---

# 6
C29H44BrF3IN8O4RbS2 | the ωB97M-V functional and the def2-TZVPD basis

Geometry (Å):
Rb -0.94 1.10 1.27
Br 5.43 -4.05 0.86
C 4.91 -2.23 0.97
C 3.75 -1.90 1.66
C 3.34 -0.57 1.70
C 4.10 0.42 1.08
C 5.28 0.07 0.42
C 5.68 -1.26 0.35
N 3.69 1.77 1.09
C 2.48 2.00 0.81
C 1.88 3.35 0.81
C 2.52 4.42 1.42
C 1.88 5.65 1.42
C 0.63 5.75 0.83
C 0.07 4.61 0.25
N 0.69 3.44 0.23
H 3.16 -2.66 2.15
H 2.43 -0.31 2.23
H 5.87 0.84 -0.05
H 6.58 -1.53 -0.17
H 1.79 1.18 0.53
H 3.49 4.27 1.88
H 2.33 6.51 1.89
H 0.08 6.68 0.83
H -0.92 4.65 -0.19
F -3.43 2.35 4.98
C -3.57 3.17 3.92
F -4.70 2.79 3.29
F -3.77 4.41 4.39
C -2.32 3.12 2.98
O -1.24 2.89 3.54
O -2.57 3.28 1.77
N -0.91 0.46 4.98
C -0.21 -0.38 4.23
O 0.54 -0.03 3.32
C -0.32 -1.88 4.45
I -1.64 -2.60 5.96
H -0.96 1.44 4.69
H -1.60 0.11 5.63
H 0.67 -2.26 4.69
H -0.65 -2.33 3.52
C 2.33 0.31 -2.06
N 1.36 0.76 -3.04
C 1.86 1.13 -4.34
C 0.07 0.95 -2.70
O -0.41 0.73 -1.61
H 2.96 -0.47 -2.49
H 1.80 -0.09 -1.19
H 2.97 1.13 -1.74
H 2.34 0.27 -4.82
H 2.59 1.93 -4.27
H 1.04 1.46 -4.97
H -0.53 1.34 -3.54
C -3.53 -0.29 -2.93
C -4.18 -0.95 -1.72
N -3.32 -0.98 -0.54
C -3.68 -0.57 0.70
S -3.10 -1.37 2.07
N -4.48 0.51 0.84
C -4.63 1.64 -0.08
C -6.08 1.91 -0.44
H -4.24 -0.26 -3.76
H -2.65 -0.85 -3.25
H -3.20 0.73 -2.70
H -4.46 -1.98 -1.97
H -5.10 -0.44 -1.46
H -2.63 -1.72 -0.50
H -4.67 0.72 1.80
H -4.02 1.46 -0.96
H -4.20 2.51 0.42
H -6.53 1.07 -0.96
H -6.14 2.79 -1.09
H -6.66 2.11 0.46
C 3.32 -5.31 -1.73
C 3.46 -3.83 -1.38
N 2.39 -3.34 -0.53
C 1.18 -2.91 -0.92
S 0.06 -2.37 0.22
N 0.92 -2.94 -2.24
C -0.32 -2.46 -2.83
C -1.44 -3.49 -2.82
H 4.14 -5.63 -2.38
H 2.38 -5.51 -2.24
H 3.35 -5.91 -0.83
H 3.52 -3.22 -2.29
H 4.39 -3.66 -0.85
H 2.56 -3.28 0.46
H 1.57 -3.40 -2.85
H -0.09 -2.15 -3.86
H -0.61 -1.57 -2.28
H -1.15 -4.38 -3.38
H -2.34 -3.08 -3.27
H -1.66 -3.78 -1.79

Output
charge	0
ΔE to the lowest compared entry with this formula, charge and spin	20.2	kcal per mole
frontier orbital gap	7.8	eV
largest force on an atom	1.97	eV/A

---

# 7
C7H14NO3 | the ωB97M-V functional and the def2-TZVPD basis

Geometry (Å):
C 1.63 -1.83 0.06
C 0.88 -2.68 1.09
O 0.90 -2.29 2.29
O 0.28 -3.60 0.46
H 0.83 -1.50 -0.60
H 2.27 -2.54 -0.42
H 2.19 -1.06 0.56
C -2.00 1.65 -0.88
C -2.16 0.23 -1.48
C -0.03 3.06 -1.46
C -0.38 0.58 1.22
C 0.32 1.18 0.07
O 1.48 1.20 -0.23
N -0.62 2.02 -0.68
H -2.45 2.62 -1.32
H -2.58 1.68 0.06
H -1.27 -0.40 -1.17
H -1.93 0.46 -2.46
H 1.00 2.68 -1.64
H 0.05 1.05 2.17
H -3.00 -0.41 -1.27
H -0.57 3.28 -2.41
H 0.16 4.05 -1.06
H -1.42 0.55 1.43
H 0.02 -0.45 1.38

Output
charge	-1
ΔE to the lowest compared entry with this formula, charge and spin	42.5	kcal per mole
frontier orbital gap	6.9	eV
largest force on an atom	4.57	eV/A

---

# 8
C6H7N | the ωB97M-V functional and the def2-TZVPD basis

Geometry (Å):
C 0.58 -0.80 1.83
C 0.99 -1.20 0.77
C 0.25 0.13 2.90
C -0.43 0.03 -2.55
C -0.54 1.17 2.62
C -0.14 -0.33 -3.78
N -0.55 0.59 -1.44
H 1.35 -1.82 0.11
H 0.77 -0.21 3.81
H -0.95 1.06 1.66
H -0.74 2.05 3.12
H 0.92 -0.31 -3.89
H -0.75 -0.54 -4.62
H -0.77 0.17 -0.52

Output
structure (SMILES)	C#CC=C.C=C=N
charge	0
ΔE to the lowest compared entry with this formula, charge and spin	121.1	kcal per mole
frontier orbital gap	9.5	eV
largest force on an atom	4.64	eV/A

---

# 9
C19H29N2O6P | the ωB97M-V functional and the def2-TZVPD basis

Geometry (Å):
C 5.06 -1.26 0.25
C 5.25 -2.52 -0.73
P 4.11 -3.91 -0.17
C 5.27 -5.30 0.34
N 3.08 -4.44 -1.54
C 2.43 -3.28 -2.13
O 2.82 -2.67 -3.08
C 1.15 -3.10 -1.26
C 0.26 -1.97 -1.07
C -0.91 -2.20 -0.19
C -1.15 -3.51 0.45
N -2.32 -3.76 1.29
C -0.21 -4.64 0.27
C 0.94 -4.40 -0.60
C 2.10 -5.37 -1.00
O 2.21 -6.55 -0.88
H 6.06 -0.84 0.54
H 4.49 -0.44 -0.26
H 4.52 -1.65 1.15
H 6.34 -2.80 -0.67
H 5.01 -2.24 -1.79
H 4.74 -6.10 0.91
H 6.05 -4.86 1.02
H 5.79 -5.75 -0.56
H 0.46 -1.00 -1.57
H -1.66 -1.38 -0.01
H -2.49 -4.77 1.25
H -2.01 -3.58 2.25
H -0.37 -5.64 0.74
O -2.81 -0.05 0.05
C -3.06 0.70 -0.87
O -3.08 0.22 -2.12
C -3.56 0.96 -3.25
C -2.46 1.84 -3.84
C -3.27 2.17 -0.63
H -4.45 1.53 -3.00
H -3.86 0.22 -3.99
H -2.13 2.59 -3.12
H -2.82 2.34 -4.73
H -1.59 1.23 -4.09
H -2.31 2.67 -0.62
H -3.74 2.30 0.34
H -3.93 2.64 -1.36
O -3.39 4.02 1.18
C -2.80 4.78 1.91
O -1.77 5.50 1.44
C -1.14 6.57 2.15
C -0.06 6.05 3.07
C -3.15 4.88 3.37
H -1.88 7.18 2.68
H -0.69 7.21 1.39
H -0.46 5.39 3.84
H 0.46 6.87 3.56
H 0.67 5.46 2.51
H -2.61 4.10 3.92
H -4.22 4.71 3.49
H -2.94 5.85 3.81

Output
structure (SMILES)	CCP(C)N1C(=O)c2ccc(N)cc2C1=O.CCOC(C)=O.CCOC(C)=O
charge	0
ΔE to the lowest compared entry with this formula, charge and spin	0.0	kcal per mole
frontier orbital gap	7.9	eV
largest force on an atom	3.19	eV/A

---

Q: Which value of charge does entry 3 give?
A: -2

---

Q: Among the records above, which one has the highest largest force on an atom?
A: CH2N3O3